[1]
The following is a DFT calculation (wB97M-V/def2-TZVPD) of a structure of composition C24H43LuN2P3S in a non-equilibrium geometry.

Its gap between HOMO and LUMO is 6.9 eV. The HOMO energy comes out at -16.19 eV. Its relative energy (zero: lowest compared OMol25 entry of this formula, charge and spin) is 0.7043 eV.

Geometry as ORCA input:
```
! wB97M-V def2-TZVPD RIJCOSX def2/J DEFGRID3
* xyz 3 1
H 1.86842 3.10999 0.14851
H -1.93739 -0.60440 3.47740
H 3.37530 -0.78274 -3.82611
H -1.86913 1.86403 -0.75984
H 0.19442 3.39687 0.72535
H 0.70770 2.66381 3.76982
C 1.59159 -2.00092 3.11312
C -3.68162 0.49280 4.19624
C -2.46957 1.42393 0.02599
H 2.98714 0.55514 3.16151
H -2.96158 2.23892 -4.64093
H 1.58112 3.80109 1.76639
S 0.28020 -1.69073 -2.39762
H 0.24582 0.95101 3.96815
H 2.61736 -1.77414 2.77995
C -1.58995 -1.10092 -5.53864
Lu -0.36100 -0.32261 -0.20376
C -0.57084 -0.18557 -2.78644
C -1.98813 -0.24288 -2.56002
C -2.27159 1.61657 -4.07426
H -2.14459 -2.46347 -4.01311
C 1.20479 3.08910 1.02008
C 0.23522 1.80348 3.28037
H -4.21889 2.50671 -0.17469
H 3.01110 2.02864 -1.70933
C 3.91578 -1.20679 0.00559
H 1.21270 -1.17355 3.73445
H 1.02691 0.77041 -3.89433
H -3.88404 0.58013 -3.06063
H -2.40836 -1.15006 -2.15254
P 1.16151 1.40304 1.74019
N -2.03762 0.49870 0.90540
H 1.60667 -2.92477 3.71757
C 2.82368 1.44469 2.53993
C -0.02151 0.85034 -3.59574
H -1.84670 -3.00448 1.89422
H 4.12113 -2.12427 -2.89164
C 3.79578 1.36849 -1.31698
H -5.39022 1.76608 4.56490
C 4.06952 -1.03271 -3.00894
H -2.51098 -0.52351 -5.55178
H 3.31642 -2.09543 0.23370
C -4.96112 1.69385 2.47503
P 3.40017 -0.36218 -1.48640
H -3.54077 0.26146 5.24574
H -5.76778 2.34273 2.11396
H 2.84991 2.32936 3.19391
C 1.23123 -3.82755 1.01940
C -1.35395 -2.04061 -4.63070
H -0.38154 -2.56327 -4.60534
H -0.79930 2.06187 3.04611
C -2.81358 0.65972 -3.21953
H 2.32818 -3.75054 0.97677
H 4.72738 1.54283 -1.88192
P 0.47383 -2.26761 1.65729
H 3.84340 -0.50917 0.86609
H 3.64121 1.54770 1.81801
H -0.73422 -3.99725 2.90105
H 3.99848 1.61142 -0.26278
H 2.05685 -0.70436 -1.91391
N -3.68060 1.83272 0.36374
H -1.21941 -2.36164 3.44153
H -0.89396 -0.89706 -6.34542
C -4.73707 1.33339 3.80767
H 4.96063 -1.50036 -0.11284
H 0.83811 -4.03221 0.01207
H 0.95091 -4.65056 1.69292
H -0.51085 2.65737 -4.70738
H 5.04728 -0.58889 -3.18285
C -2.81387 -0.02231 3.23647
C -0.97163 -2.97528 2.56458
C -3.00486 0.38124 1.91739
C -4.07078 1.19267 1.55073
C -0.87889 1.78249 -4.16294
*
```

[2]
The following is a DFT calculation (wB97M-V/def2-TZVPD) of an isolated molecule of C21H15N5O in a non-equilibrium geometry.

Its gap between HOMO and LUMO is 8.6 eV. The HOMO energy comes out at -8.70 eV. Its relative energy (zero: lowest compared OMol25 entry of this formula, charge and spin) is 0.0000 eV. Its SMILES is O=C(N/N=C/c1ccccn1)c1cc(-c2ccncc2)nc2ccccc12.

Geometry as ORCA input:
```
! wB97M-V def2-TZVPD RIJCOSX def2/J DEFGRID3
* xyz 0 1
N -2.36471 1.43170 0.50742
N -1.53627 -1.28194 -2.38085
N -1.84284 -0.38956 -1.44113
H -1.33458 -3.48580 -0.49882
N 5.34193 2.63853 -0.33552
H 4.30062 3.54394 -1.83403
H 1.57758 -2.03530 3.23805
O -0.02894 -2.73669 -3.20978
H -2.17481 -1.47435 -3.16052
C 2.24901 -0.28160 -0.15258
C -3.81216 3.05641 1.48370
C 3.30734 0.73586 -0.23423
C 4.40024 0.67186 0.62983
H -3.68861 0.08290 -2.26551
C -0.70906 -3.16491 0.32192
C 5.38241 1.64172 0.53382
C 0.49673 -1.57116 -1.16473
C -4.75393 2.84072 0.49008
N 2.06898 -0.84404 1.01770
H 4.46085 -0.12697 1.35086
H -1.60920 -4.46879 1.73943
C 0.27177 -2.18178 0.09241
C 1.48289 -0.63018 -1.29002
C 0.93184 -2.35913 2.43694
C 1.11002 -1.77198 1.16601
H 6.24876 1.62591 1.18250
C 4.30003 2.70820 -1.14575
H -1.86599 2.44881 2.19091
C -4.48169 1.90859 -0.49548
C -2.63399 2.31904 1.43938
H -0.16858 -3.75704 3.60088
C -0.03276 -3.30762 2.62800
H 1.68564 -0.17230 -2.24563
H 2.42474 1.91742 -1.81250
C -2.94401 0.24087 -1.47427
C -0.85657 -3.71379 1.56570
H -3.98428 3.77489 2.26957
H -5.68452 3.38996 0.48254
H -5.19144 1.71419 -1.28572
C 3.26035 1.79262 -1.14142
C -3.26546 1.21995 -0.45149
C -0.33736 -1.94916 -2.34764
*
```

[3]
The following is a DFT calculation (wB97M-V/def2-TZVPD) of a cluster of 2 separate species, C5H10N in total in a non-equilibrium geometry.

Its gap between HOMO and LUMO (spin up / spin down) is 8.7 / 7.1 eV. The HOMO energy (spin up / spin down) comes out at -13.22 / -12.97 eV. Its relative energy (zero: lowest compared OMol25 entry of this formula, charge and spin) is 6.3370 eV.

Geometry as ORCA input:
```
! wB97M-V def2-TZVPD RIJCOSX def2/J DEFGRID3
* xyz 1 1
H -1.64787 1.72475 0.11490
H 1.88236 -1.21903 1.62237
C 1.04555 0.36289 -1.36080
C 0.25796 0.49541 -0.12170
H 0.82713 -0.08300 -2.32073
C -0.53109 1.51945 0.55403
H 3.04307 -1.33556 0.06359
N 1.37571 -0.21279 -0.03455
H 1.61609 1.27527 -1.51692
C 2.17934 -0.96001 0.60114
H -1.55975 -2.20039 0.18827
H 0.18074 2.27322 0.37972
H -2.49823 -0.85095 0.80211
H -1.77705 -0.81052 -0.96053
H -0.64707 1.42577 1.55876
C -1.91215 -1.17632 0.01905
*
```

[4]
The following is a DFT calculation (wB97M-V/def2-TZVPD) of a cluster of 2 separate species, C2H3NO3P in total in a non-equilibrium geometry.

Its gap between HOMO and LUMO is 8.3 eV. The HOMO energy comes out at -4.60 eV. Its relative energy (zero: lowest compared OMol25 entry of this formula, charge and spin) is 0.8500 eV.

Geometry as ORCA input:
```
! wB97M-V def2-TZVPD RIJCOSX def2/J DEFGRID3
* xyz -1 1
O -0.93007 -0.61817 1.90361
C 0.03943 2.08108 -0.32224
N -0.28430 2.52161 -1.36357
H 0.49909 -1.65600 -1.33846
O 1.58997 -1.29422 1.60598
O 0.29086 1.75903 0.81504
H -1.17013 -1.05413 -0.59293
H -0.17968 0.06379 -1.15489
C -0.12658 -0.91723 -0.65723
P 0.27142 -0.88576 1.10469
*
```

[5]
The following is a DFT calculation (wB97M-V/def2-TZVPD) of a cluster of 2 separate species, C3H6 in total in a non-equilibrium geometry.

Its gap between HOMO and LUMO (spin up / spin down) is 8.9 / 8.9 eV. The HOMO energy (spin up / spin down) comes out at -8.34 / -8.37 eV. Its relative energy (zero: lowest compared OMol25 entry of this formula, charge and spin) is 4.4363 eV.

Geometry as ORCA input:
```
! wB97M-V def2-TZVPD RIJCOSX def2/J DEFGRID3
* xyz 0 1
H 1.71595 -0.81301 -0.68305
C -1.60274 0.36721 -0.34798
H 1.51231 1.10509 -0.43745
H -1.16330 -0.94656 1.22769
C -0.88406 -0.21626 0.47055
H -2.56744 0.67177 -0.20492
H -1.10798 0.64346 -1.30624
H 1.53760 -0.04933 0.98186
C 1.52354 0.05635 -0.08545
*
```

[6]
The following is a DFT calculation (wB97M-V/def2-TZVPD) of a structure of composition C4H6AgO3 in a non-equilibrium geometry.

Its gap between HOMO and LUMO (spin up / spin down) is 4.5 / 7.2 eV. The HOMO energy (spin up / spin down) comes out at -6.09 / -8.80 eV. Its relative energy (zero: lowest compared OMol25 entry of this formula, charge and spin) is 0.7926 eV. As for the expectation value of S²: 0.757.

Geometry as ORCA input:
```
! wB97M-V def2-TZVPD RIJCOSX def2/J DEFGRID3
* xyz 0 2
H -1.13070 -1.25807 -0.84995
O 0.88606 1.44426 -0.39472
O 2.80334 0.39594 0.25825
H -0.83512 0.50225 1.72051
O 1.14669 -0.74343 -0.58334
H -2.33212 -0.35649 1.30481
H -0.63847 0.83030 -2.03472
C 1.67445 0.42701 -0.29537
C -1.23623 -0.38520 1.20231
H -0.85757 -1.27600 1.72017
H -1.36729 1.72652 -0.54899
C -0.84419 -0.39132 -0.24538
C -0.75109 0.91570 -0.94935
Ag 3.48225 -1.83146 -0.30423
*
```